1.
Molecular formula: C35H94N2O11
Method: DFT, ωB97M-V with the def2-TZVPD basis set

CARTESIAN COORDINATES (ANGSTROEM)
C  11.561023  14.475527  14.689908
O  11.769061  15.733885  14.071906
C  12.195913  16.754089  15.010620
C  12.680733  17.948922  14.157198
C  12.927368  19.110114  15.125471
N  11.564540  18.276656  13.242958
H  11.164130  13.801081  13.896572
H  10.818822  14.574864  15.532423
H  12.551930  14.105407  15.094499
H  11.308825  17.091369  15.568399
H  12.932558  16.392672  15.680147
H  13.561188  17.672036  13.586635
H  12.031451  19.115421  15.785260
H  13.081305  20.075680  14.631916
H  13.777374  18.836104  15.663261
H  11.127465  17.417262  13.017581
H  11.890035  18.725686  12.387855
C  10.783362  19.173486  18.657422
O  10.527670  17.945668  18.070149
C  9.862389  17.029476  18.931763
C  9.677160  15.678649  18.307814
C  8.646956  15.696601  17.224575
N  9.137991  14.870330  19.475333
H  9.826648  19.602636  19.040681
H  11.241747  19.732814  17.841884
H  11.466248  19.008343  19.551910
H  10.523157  16.888122  19.787961
H  8.874047  17.394093  19.306595
H  10.653692  15.299802  17.969149
H  7.669432  15.807832  17.765527
H  8.815608  14.699301  16.750895
H  8.836204  16.512455  16.516515
H  9.911589  14.583141  20.079124
H  8.662847  14.014908  19.219672
C  7.373905  9.948107  12.895006
C  7.629079  11.375628  12.608179
C  8.315811  12.009975  13.779491
O  8.554540  11.558120  11.495867
H  6.981531  9.331612  12.074346
H  6.699657  9.796655  13.697023
H  8.314284  9.530864  13.300941
H  6.711974  11.996993  12.461259
H  8.579003  12.993879  13.588314
H  9.223060  11.393356  14.037593
H  7.641321  11.936989  14.656270
H  8.814558  10.650963  11.220904
C  15.123125  15.156132  10.189286
C  13.863760  14.761471  10.951811
C  14.076513  13.692374  12.036588
O  13.466843  15.985220  11.575895
H  14.849973  15.835909  9.348498
H  15.612438  14.268029  9.765450
H  15.865184  15.688633  10.826997
H  13.108056  14.389980  10.247086
H  13.321240  13.663465  12.798950
H  14.940097  13.835654  12.629003
H  14.206158  12.699569  11.734122
H  12.842457  15.938502  12.282865
C  9.902930  11.899038  17.243944
C  9.602269  11.247712  18.544220
C  10.692219  11.342936  19.549205
O  8.360595  11.836540  19.153845
H  10.161230  12.951923  17.349359
H  9.024518  11.837023  16.507168
H  10.728809  11.415746  16.713561
H  9.395645  10.193691  18.393501
H  11.620159  10.913270  19.226132
H  10.329498  10.758633  20.382555
H  10.863721  12.391364  19.857285
H  7.651315  11.728267  18.513871
C  12.628106  17.753596  8.222536
C  13.010944  18.846606  9.218206
C  12.840698  20.264822  8.721595
O  12.304763  18.680706  10.427899
H  11.579301  17.813135  7.894255
H  12.873999  16.770833  8.639465
H  13.215814  17.862846  7.300462
H  14.075672  18.662013  9.316963
H  13.456332  20.386635  7.827044
H  13.283498  20.987659  9.471424
H  11.826160  20.559813  8.489731
H  12.590915  17.799970  10.721498
C  9.265653  21.855420  13.805162
C  9.406526  20.683713  14.754434
C  8.306174  20.532175  15.852632
O  9.355088  19.443309  14.014948
H  9.961924  21.663846  12.948417
H  9.641788  22.791539  14.258083
H  8.273121  22.027456  13.404108
H  10.420738  20.811939  15.217277
H  7.322761  20.230580  15.442874
H  8.286364  21.455497  16.438214
H  8.580696  19.701568  16.553307
H  10.260927  19.131613  13.719376
C  13.351287  16.221699  19.136964
C  14.709413  16.917468  19.047393
C  15.414763  17.201012  20.386036
O  15.595541  16.184681  18.158094
H  13.375197  15.244373  19.628596
H  13.027190  16.093644  18.108419
H  12.664274  16.881563  19.661244
H  14.424462  17.767538  18.448249
H  16.371570  17.690150  20.083942
H  15.570865  16.272381  20.998036
H  14.886633  17.964960  21.004972
H  16.362211  16.713973  17.874786
C  8.953455  17.587915  11.163300
C  9.762805  16.242443  11.021225
C  8.974010  15.021136  11.560521
O  10.029287  15.931137  9.616530
H  8.964185  17.880001  12.207684
H  7.861707  17.395666  10.865709
H  9.530273  18.348838  10.639398
H  10.730853  16.360477  11.528475
H  9.499630  14.021102  11.432844
H  7.964949  14.972299  11.131932
H  8.935507  15.185893  12.633447
H  10.472706  16.718624  9.298104
C  16.105902  16.134564  14.394525
C  16.427157  14.773118  15.047516
C  17.720400  14.797187  15.905414
O  15.314458  14.387946  15.787639
H  16.896266  16.373402  13.652564
H  16.099564  16.859766  15.276334
H  15.094066  16.137194  14.015555
H  16.605396  14.031888  14.248512
H  17.685701  15.493677  16.692825
H  18.530795  15.100894  15.230456
H  17.861488  13.793273  16.365260
H  15.356278  14.759637  16.683386
C  12.019971  8.261545  13.322197
C  11.444836  9.231784  12.334621
C  11.955236  10.639983  12.598926
O  11.901131  8.788695  11.081837
H  11.591983  7.221234  13.180556
H  11.974463  8.623308  14.372507
H  13.070301  8.072742  13.126329
H  10.346337  9.233124  12.362349
H  13.039091  10.764015  12.661721
H  11.331275  11.099092  13.360011
H  11.639785  11.230148  11.725852
H  11.977669  9.578319  10.496246

Forces on atoms 1 to 6 (eV/Å):
0.2 -0.2 0.4
0.4 0.2 0.5
-1.3 0.6 -1.9
-1.1 0.2 0.4
-1.6 -0.4 -0.9
1.3 0.7 0.3

E_HOMO (eV): -9.059
SMILES: COC[C@H](C)N.COC[C@H](C)N.CC(C)O.CC(C)O.CC(C)O.CC(C)O.CC(C)O.CC(C)O.CC(C)O.CC(C)O.CC(C)O
Gap between HOMO and LUMO (eV): 9.474
LUMO level (eV): 0.415

Here are the Mulliken charges for atoms 1 to 99, given in e: -0.255, 0.322, -0.914, 0.596, -1.305, 0.509, -0.080, -0.385, 0.205, 0.283, 0.423, 0.252, -0.196, 0.364, 0.479, -0.586, 0.345, -0.971, 0.376, -1.534, 1.611, -1.130, -0.697, 0.318, 0.253, 0.250, 0.433, 0.337, -0.180, 0.567, -0.029, 0.147, 0.304, 0.186, -1.559, 0.588, -0.513, -0.549, 0.364, 0.408, 0.336, 0.289, -0.089, 0.015, 0.436, 0.314, -1.265, 0.616, -1.345, -0.070, 0.242, 0.428, 0.166, 0.289, 0.122, 0.095, 0.696, -0.291, -0.093, 0.443, -1.415, -0.612, -0.342, -0.157, 0.513, 0.351, 0.388, 0.379, 0.178, 0.312, -1.455, 0.954, -1.657, -0.434, 0.368, 0.262, 0.447, 0.193, 0.428, 0.327, 0.361, -0.108, -1.379, 1.020, -1.128, -0.475, 0.270, 0.365, 0.318, 0.058, 0.318, 0.389, -0.025, 0.258, -0.561, 0.333, -1.302, -0.459, 0.480

2.
Molecular formula: C2H5N2O
Method: DFT, ωB97M-V with the def2-TZVPD basis set

CARTESIAN COORDINATES (ANGSTROEM)
C  -1.553629  -0.073792  -0.272079
C  -0.276595  0.342955  0.057671
N  1.161650  -1.226696  0.117900
N  0.465629  1.325491  0.004687
O  -2.580479  -0.347616  0.209272
H  -1.299449  -0.394642  -1.308473
H  0.680414  -2.148258  0.291099
H  1.705665  -0.844379  0.980485
H  0.173549  2.267931  -0.064750
H  1.523246  1.099002  -0.015814

Forces on atoms 1 to 6 (eV/Å):
-0.6 -1.4 -2.5
4.1 -4.1 2.3
-1.7 2.9 0.7
3.8 0.2 -0.2
-1.7 0.1 1.6
-0.3 0.0 -0.8

E_HOMO (eV): -15.769
Charge: +1
Gap between HOMO and LUMO (eV): 8.906
LUMO level (eV): -6.863

Quick look at the Mulliken charges, all values in e: 0.114, 0.424, -0.558, -0.198, -0.288, 0.295, 0.301, 0.321, 0.260, 0.329